DFT (wB97M-V/def2-TZVPD) results for C27H33ClN2O5Rh as an isolated structure in a non-equilibrium geometry.

Computed properties:
Energy relative to the best compared isomer or geometry (same formula, charge and spin): 98.19 kcal per mole
M: 603.93 g/mol
E_HOMO (alpha / beta): -0.97 / -3.62 eV
Gap between HOMO and LUMO (alpha / beta): 0.1266 / 0.2210 Eh
Multiplicity: 5
LUMO level (alpha / beta): 2.480 / 2.394 eV
<S²>: 6.042
Charge: -1

Structure (XYZ):
```
69
Properties=species:S:1:pos:R:3:lowdin_spin:R:1
Rh 0.09048 -0.51245 -0.56632 1.785
Cl 1.45066 1.31350 -1.27352 0.306
N 1.75293 -1.25496 0.36298 0.024
N -1.56843 0.32789 -1.42421 0.027
C 2.77152 -1.78041 -0.20612 0.019
C -2.00639 0.15150 -2.61375 0.010
C 2.06888 -1.04071 1.80366 0.008
C 3.59595 -1.19255 1.78225 0.004
C 1.40296 -2.13921 2.61806 0.006
C 1.62188 0.33514 2.25153 0.016
H 1.37739 -3.07422 2.06036 0.001
H 0.37870 -1.86624 2.85175 0.003
H 1.95477 -2.30330 3.54360 0.000
H 2.24876 1.11177 1.82280 0.006
H 1.64982 0.40416 3.33872 0.000
H 0.59592 0.51414 1.93310 0.007
C -2.44734 1.31883 -0.73537 0.005
C -3.65511 1.33887 -1.68335 0.002
C -1.73888 2.66510 -0.70536 0.011
C -2.81802 0.86092 0.65880 0.008
H -3.20710 -0.15231 0.65371 0.004
H -3.56074 1.53645 1.08337 0.000
H -1.94445 0.86954 1.30642 0.002
H -1.45103 2.98131 -1.70574 0.000
H -0.83234 2.60905 -0.11147 0.007
H -2.39981 3.41736 -0.27526 0.001
O -3.16073 0.77269 -2.92786 0.003
H -4.02820 2.33679 -1.89155 0.000
H -4.46856 0.70327 -1.33429 0.000
O 3.87290 -1.92881 0.55585 0.008
H 3.98943 -1.76762 2.61427 0.000
H 4.10913 -0.23377 1.71195 0.001
C 2.85818 -2.22134 -1.62483 0.008
C -1.35214 -0.62419 -3.70595 0.007
C -0.56806 -1.79227 -3.18568 0.056
H -0.68987 0.06688 -4.23192 0.001
H -2.12005 -0.92340 -4.41418 0.001
C 0.75371 -1.57335 -2.78295 0.010
C 1.50855 -2.57995 -2.17190 0.055
H 1.23459 -0.63953 -3.03817 0.003
C 0.93810 -3.83474 -1.97158 0.004
C -0.36618 -4.04088 -2.40935 0.040
C 1.66328 -4.91650 -1.23429 -0.002
C -1.14599 -3.04338 -2.98585 0.004
H -0.81993 -5.00773 -2.23251 0.003
C -2.58833 -3.30034 -3.28777 -0.002
H -2.83289 -4.35110 -3.15956 0.000
H -2.85971 -3.01889 -4.30568 -0.001
H -3.22696 -2.73271 -2.60989 -0.001
H 2.67051 -5.07887 -1.61932 -0.001
H 1.12881 -5.86021 -1.29968 0.000
H 1.75789 -4.66841 -0.17657 -0.001
H 3.56752 -3.04427 -1.68154 0.001
H 3.28921 -1.39263 -2.18965 0.001
O 2.42564 4.21933 2.79870 0.029
C 1.07412 4.19582 2.89359 0.066
C 0.54007 5.07628 3.84327 0.009
C -0.82323 5.12428 4.09145 0.114
C -1.67449 4.28179 3.39615 0.001
C -1.16959 3.39952 2.44033 0.093
C 0.20499 3.32576 2.13127 0.064
C 0.74356 2.40218 1.03419 0.322
O 1.92073 2.82463 0.59773 0.264
O -0.03295 1.14903 0.46463 0.561
H 2.99570 3.58134 2.35936 0.002
H 1.19954 5.72653 4.40600 -0.002
H -1.21663 5.81118 4.82927 0.010
H -2.73899 4.31835 3.59008 -0.004
H -1.89368 2.82008 1.94382 0.008
```

DFT (wB97M-V/def2-TZVPD) results for C27H33F3LuN9O7P2S as an isolated structure in a non-equilibrium geometry.

Computed properties:
Energy relative to the best compared isomer or geometry (same formula, charge and spin): 0.09 kcal per mole
M: 921.59 g/mol
E_HOMO: -7.49 eV
Gap between HOMO and LUMO: 0.2792 Eh
LUMO level: 0.104 eV
Charge: 0

Structure (XYZ):
```
83
Properties=species:S:1:pos:R:3:lowdin_charge:R:1
Lu -0.14739 0.57621 -0.49673 1.617
C 2.52421 0.44170 -2.79365 -0.105
N 1.13785 -0.01932 -2.76924 -0.123
C 0.94709 -1.40394 -3.15768 -0.126
C 1.37934 -2.23541 -1.99505 -0.330
N 1.38722 -1.75637 -0.78170 0.115
C 1.90074 -2.77350 0.02079 -0.207
C 2.16950 -2.80339 1.38740 -0.020
C 2.70022 -3.96795 1.90690 -0.077
C 2.97096 -5.07963 1.09953 -0.091
C 2.72129 -5.06435 -0.25935 -0.027
C 2.18273 -3.89452 -0.77823 -0.193
N 1.84762 -3.51003 -2.06493 0.174
C 2.73243 1.44203 -1.70238 -0.337
N 2.40441 1.22219 -0.45344 0.095
C 2.79026 2.36578 0.23640 -0.221
C 2.75445 2.65929 1.59659 -0.019
C 3.21906 3.89647 1.99761 -0.080
C 3.73206 4.82413 1.08108 -0.089
C 3.81551 4.53237 -0.26684 -0.016
C 3.34125 3.29014 -0.66430 -0.181
N 3.30976 2.65145 -1.89025 0.187
H 3.18211 -0.40670 -2.59398 0.133
H 2.80179 0.87166 -3.76088 0.129
H 0.57276 0.58636 -3.35158 0.064
H -0.12154 -1.54387 -3.33701 0.115
H 1.49552 -1.68635 -4.06507 0.131
H 1.96267 -1.93748 1.99961 0.032
H 2.91999 -4.02452 2.96499 0.105
H 3.39515 -5.96854 1.54793 0.102
H 2.94673 -5.91862 -0.88504 0.108
H 1.92766 -4.07216 -2.89284 0.164
H 2.38607 1.93227 2.30836 0.095
H 3.19625 4.15478 3.04876 0.104
H 4.08055 5.78360 1.44015 0.101
H 4.23914 5.23528 -0.97254 0.110
H 3.50200 3.08000 -2.77944 0.169
F -1.32353 1.33651 5.81360 0.121
C -0.12909 1.37183 5.16378 -0.586
F 0.71604 2.05808 5.98074 0.114
F 0.32171 0.12126 5.11310 0.115
C -0.27376 2.09593 3.85447 -0.126
C -0.55445 3.44867 3.96120 -0.006
C -0.71143 4.22010 2.82153 -0.051
C -0.59817 3.58499 1.60093 -0.133
N -0.35039 2.28838 1.47304 -0.060
C -0.16399 1.51057 2.57067 -0.719
S 0.21330 -0.11768 2.21506 0.631
H -0.64404 3.89406 4.94422 0.127
H -0.91027 5.27977 2.88438 0.104
H -0.70538 4.13593 0.67116 0.119
O -2.37029 1.82565 -0.51867 -0.223
P -2.52515 1.32105 -2.09501 0.198
O -3.93302 1.09257 -2.42173 -0.253
O -1.49841 0.21697 -2.18343 -0.412
O -1.96796 2.62718 -2.86497 -0.250
P -0.40684 3.11613 -2.75174 0.230
O 0.22775 2.35324 -4.05705 -0.149
O -0.32226 4.56626 -2.92570 -0.260
O 0.20231 2.43547 -1.55189 -0.419
H -2.95634 2.58553 -0.41051 0.102
H -0.08053 2.83243 -4.84218 0.093
C -4.98795 -1.35176 -0.01698 -0.040
N -3.72428 -1.58724 0.68131 -0.161
C -3.41646 -0.61550 1.72028 -0.064
C -2.67187 -2.13218 -0.01805 -0.433
N -1.49267 -1.60042 -0.03217 0.063
N -2.95595 -3.32126 -0.65246 -0.158
C -3.86740 -4.29742 -0.08281 -0.058
C -2.01610 -3.84686 -1.61439 -0.060
H -4.97132 -0.40113 -0.55793 0.077
H -5.79844 -1.33525 0.71307 0.089
H -5.17816 -2.14654 -0.73387 0.080
H -4.26196 -0.57898 2.40886 0.089
H -3.24574 0.38638 1.32617 0.067
H -2.52480 -0.93210 2.25699 0.051
H -0.80922 -2.28554 -0.33273 0.019
H -4.36246 -3.87463 0.78519 0.086
H -3.31641 -5.19094 0.23014 0.090
H -4.62073 -4.60268 -0.81390 0.088
H -1.63752 -3.03655 -2.23860 0.079
H -2.53518 -4.56231 -2.25247 0.091
H -1.16862 -4.36705 -1.14458 0.092
```

DFT (wB97M-V/def2-TZVPD) results for C27H33IN10O5SSeSn as an isolated structure.

Computed properties:
Energy relative to the best compared isomer or geometry (same formula, charge and spin): 21.47 kcal per mole
M: 934.27 g/mol
E_HOMO: -7.85 eV
Gap between HOMO and LUMO: 0.2644 Eh
LUMO level: -0.658 eV
Charge: 0

Structure (XYZ):
```
79
Properties=species:S:1:pos:R:3:lowdin_charge:R:1
Sn 0.29019 0.07137 -0.91218 1.229
N -4.24412 1.42263 -1.26613 0.044
C -3.12671 1.32285 -0.53526 -0.149
N -2.11254 1.09564 -1.33553 0.045
C -2.68386 1.02830 -2.57246 -0.309
N -3.98097 1.23688 -2.56781 0.134
C -1.91883 0.73168 -3.78286 -0.194
C -2.53154 0.69885 -5.03604 -0.056
N -1.84843 0.43461 -6.13796 0.097
C -0.54765 0.19756 -5.99404 -0.099
C 0.06073 0.22073 -4.74988 -0.112
N -0.61968 0.48376 -3.64084 0.090
H -5.18760 1.59544 -0.96500 0.162
H -3.07803 1.41031 0.53717 0.083
H -3.59194 0.89603 -5.13097 0.117
H 0.00944 -0.01872 -6.89709 0.111
H 1.12071 0.02552 -4.64726 0.097
N 2.02448 -1.20355 -2.51863 -0.062
C 2.86609 -2.37331 -2.21197 -0.243
C 3.73121 -2.18450 -0.96915 -0.190
C 2.94395 -2.26089 0.33542 -0.252
N 2.23022 -1.00519 0.61835 -0.077
H 1.24152 -1.52856 -3.09009 0.013
H 2.55360 -0.52713 -3.05741 0.074
H 3.50783 -2.62443 -3.06196 0.114
H 2.19711 -3.22083 -2.05085 0.115
H 4.25192 -1.22236 -1.02668 0.113
H 4.49210 -2.96727 -0.96426 0.112
H 3.62139 -2.51967 1.15510 0.112
H 2.19870 -3.05566 0.25637 0.117
H 2.90693 -0.28773 0.86022 0.066
H 1.63815 -1.13143 1.43715 0.010
I -2.99844 -8.45535 -0.33252 0.846
C -2.27852 -6.54805 -0.85052 -0.721
C -2.23831 -5.55499 0.11597 -0.143
C -1.75581 -4.30156 -0.22784 -0.010
C -1.32260 -4.04595 -1.52518 -0.129
C -1.37491 -5.05309 -2.48096 -0.013
C -1.85322 -6.31066 -2.14833 -0.145
C -0.78577 -2.69441 -1.89842 -0.576
O -0.41288 -2.46870 -3.05151 0.003
O -0.76175 -1.83421 -0.93292 -0.316
H -2.57719 -5.75327 1.12338 0.094
H -1.71189 -3.51046 0.50974 0.093
H -1.03939 -4.84239 -3.48786 0.119
H -1.89424 -7.09652 -2.88976 0.093
N 1.61155 2.98603 -1.43326 0.033
C 1.60825 3.52249 -0.11521 -0.350
C 2.07206 2.73984 0.93891 -0.070
C 2.05963 3.22824 2.23805 -0.060
C 1.56458 4.49614 2.49517 -0.273
C 1.09445 5.27889 1.45185 -0.056
C 1.11997 4.79891 0.15004 -0.036
S 1.51915 5.10150 4.19280 0.412
O 2.27098 4.10507 4.94452 -0.368
O 2.10593 6.42055 4.13308 -0.337
O 0.08734 5.09090 4.51451 -0.386
H 1.44788 3.70261 -2.12754 0.081
H 2.48906 2.52503 -1.63592 0.075
H 2.49385 1.76553 0.71823 0.067
H 2.43591 2.64906 3.07190 0.107
H 0.73805 6.27834 1.66875 0.121
H 0.77815 5.42063 -0.67099 0.107
C -0.11102 -1.36342 4.87287 -0.035
N -0.47199 0.00085 4.54866 -0.125
C -0.43898 1.06887 5.42990 -0.016
C -0.84036 2.16226 4.75104 -0.010
N -1.10682 1.75131 3.46002 -0.097
C -1.62584 2.61901 2.41764 -0.019
C -0.88692 0.43274 3.34232 -0.662
Se -1.08193 -0.60152 1.79593 0.660
H -0.34464 -1.55591 5.91718 0.095
H 0.95305 -1.53235 4.70537 0.097
H -0.67784 -2.04124 4.24083 0.056
H -0.12787 0.95910 6.45317 0.130
H -0.88196 3.20198 5.02876 0.108
H -1.36544 3.64517 2.66833 0.095
H -2.71344 2.52826 2.36980 0.092
H -1.18424 2.34380 1.46254 0.058
```